[1]
14 unconnected molecules or ions with the total composition C5H37O14. Source: OMol25; level of theory: the ωB97M-V functional and the def2-TZVPD basis.

Geometry as ORCA input:
```
! wB97M-V def2-TZVPD RIJCOSX def2/J DEFGRID3
* xyz -1 1
C 0.69275 -0.08379 -0.49770
O 0.94905 -0.24239 0.95790
C 1.46062 -1.10552 -1.45850
C 0.77379 -1.04001 -2.76023
C 1.36423 -0.04967 -3.73955
C 1.55898 1.42683 -3.35234
H -0.37816 -0.21098 -0.61993
H 1.07333 0.92552 -0.73794
H 1.29516 -2.14355 -1.13355
H 2.56961 -1.10102 -1.41884
H -0.35032 -0.89838 -2.81818
H 0.82340 -1.92751 -3.34516
H 0.70660 -0.19585 -4.64385
H 2.30708 -0.38455 -4.10703
H 0.94600 1.61719 -2.46858
H 1.57112 2.25381 -4.09589
H 2.49374 1.35422 -2.77506
H -1.10694 2.75466 1.34660
H -0.24266 2.58871 0.17079
O -1.09705 2.94075 0.31142
H 1.78453 1.55071 1.28590
H 2.09383 3.07976 0.83080
O 1.53165 2.45002 1.29300
H 2.09640 -1.11129 1.48307
H 3.28702 -0.99867 2.56519
O 3.06157 -1.43271 1.68856
H -2.97376 0.78967 -0.07806
H -2.74624 2.31843 -0.23952
O -3.31261 1.55526 -0.57547
H -4.47763 -1.39281 -0.07676
H -4.18459 -0.82620 -1.24374
O -4.09345 -1.72237 -0.84739
H -4.56744 -0.50841 2.12833
H -3.08361 -0.83658 1.68402
O -3.93345 -0.43772 1.49635
H -0.18460 -2.17211 2.25541
H 0.03020 -1.56545 3.65082
O 0.22375 -2.33658 3.13193
H 4.32140 0.70123 -0.22559
H 3.33306 0.44583 1.02473
O 3.88059 1.18226 0.48399
H 0.43465 0.07788 3.14611
H 0.00045 1.42034 3.61537
O 0.53825 0.64278 3.89367
H -1.65124 0.31285 2.45552
H -3.00988 0.88124 2.69681
O -2.07681 1.05479 2.88233
H -1.38581 -1.68834 0.87012
H -0.02372 -0.54102 1.33256
O -1.26658 -0.99981 1.40382
H 1.18192 -3.72953 0.14824
H 2.11247 -2.64337 0.60839
O 2.11802 -3.41396 0.03891
H -2.47711 1.49788 -3.09228
H -2.04695 1.08910 -1.81781
O -1.94462 0.82842 -2.71172
*
```

Values from the calculation:
Molar mass: 321.34 g mol⁻¹
Gap between HOMO and LUMO: 0.35529 Ha
Maximum force: 5.74 eV/Å
LUMO: 2.67 eV
Energy: -1266.038925 hartree

[2]
C6H10OS in the gas phase. Source: OMol25; level of theory: the ωB97M-V functional and the def2-TZVPD basis.

Geometry as ORCA input:
```
! wB97M-V def2-TZVPD RIJCOSX def2/J DEFGRID3
* xyz 0 1
C 0.31762 -0.76611 -1.13377
C 1.23180 0.06368 -0.02609
C 0.09458 0.22540 0.93126
C -0.89600 0.95028 0.03384
C -1.00547 -0.44183 -0.46608
C -0.85656 -1.01571 1.06345
H -0.49544 0.05126 -2.95002
H 0.45896 -1.91348 -0.95398
H 2.24970 -0.29311 0.36889
H 1.34984 1.21576 -0.45933
H 2.30736 1.50831 2.01564
H -1.63623 1.62889 0.69200
H -0.41707 1.47482 -0.86964
H -1.84559 -0.81194 -0.90762
H -0.44860 -1.99535 1.05049
H -1.82704 -0.68527 1.49017
O 0.54171 -0.12942 -2.38459
S 0.87643 0.93383 2.50541
*
```

Values from the calculation:
Molar mass: 130.21 g mol⁻¹
Gap between HOMO and LUMO: 0.34201 Ha
Maximum force: 5.62 eV/Å
LUMO: 0.50 eV
Energy: -707.851616 hartree
Relative energy (zero: lowest compared OMol25 entry of this formula, charge and spin): 5.4061 eV

[3]
A molecular structure, C2H3F3Si. Source: OMol25; level of theory: the ωB97M-V functional and the def2-TZVPD basis.

Geometry as ORCA input:
```
! wB97M-V def2-TZVPD RIJCOSX def2/J DEFGRID3
* xyz 0 1
C 1.96205 -0.26444 2.72922
C 0.72045 0.08023 2.47824
F 2.72884 -0.94963 1.84577
F 2.56305 -0.26204 3.96355
F -0.13948 0.79375 3.18602
Si 0.02974 0.03212 0.08555
H 0.18254 1.56324 0.25869
H -1.30549 -0.40037 0.48251
H 0.73224 -0.47371 -1.16241
*
```

Values from the calculation:
Molar mass: 112.13 g mol⁻¹
Gap between HOMO and LUMO: 0.34119 Ha
Maximum force: 4.54 eV/Å
LUMO: -0.26 eV
Energy: -666.947843 hartree
Relative energy (zero: lowest compared OMol25 entry of this formula, charge and spin): 8.8303 eV

[4]
C2H4OS3 in the gas phase. Source: OMol25; level of theory: the ωB97M-V functional and the def2-TZVPD basis.

Geometry as ORCA input:
```
! wB97M-V def2-TZVPD RIJCOSX def2/J DEFGRID3
* xyz 0 1
C 0.85274 -0.02086 0.10684
C -0.44786 -0.64832 -0.30797
S -1.06768 -2.25947 0.46069
S -1.68358 0.15734 -1.23683
O -0.96512 0.85173 -2.23845
S -2.89660 0.99115 0.03400
H 0.90844 -0.00544 1.26143
H 0.80090 0.94270 -0.35094
H 1.74527 -0.74708 -0.24314
H -2.09132 -1.04584 -1.93120
*
```

Values from the calculation:
Molar mass: 140.25 g mol⁻¹
Gap between HOMO and LUMO (spin up / spin down): 0.26883 / 0.26801 Ha
Maximum force: 7.63 eV/Å
LUMO (spin up / spin down): -2.11 / -2.12 eV
SMILES: CC(=S)[S@H](=O)=S
Energy: -1348.255911 hartree
Relative energy (zero: lowest compared OMol25 entry of this formula, charge and spin): 4.1486 eV

[5]
7 unconnected molecules or ions with the total composition C8H20Br2Cl8N. Source: OMol25; level of theory: the ωB97M-V functional and the def2-TZVPD basis.

Geometry as ORCA input:
```
! wB97M-V def2-TZVPD RIJCOSX def2/J DEFGRID3
* xyz -1 1
N 0.53213 -0.72602 1.93867
H 1.15227 -0.24659 1.28587
H 0.86631 -0.61518 2.93361
H 0.39513 -1.70662 1.61145
H -0.36582 -0.23234 1.89222
Br 1.10698 -0.71357 5.31437
Br -1.10755 -3.54571 2.32885
Cl 0.16888 -1.13640 -0.95288
C -1.44686 -1.78646 -0.53286
C -2.46152 -1.20288 -1.51483
Cl -4.11996 -1.49348 -0.93770
H -1.66477 -1.36944 0.44847
H -1.37884 -2.86357 -0.46962
H -2.38743 -1.72770 -2.46419
H -2.25018 -0.14443 -1.61527
Cl -2.38179 0.67260 2.38806
C -2.72448 2.39765 2.24888
C -1.57695 3.34891 2.58089
Cl 0.08371 2.83899 2.13184
H -3.59007 2.62471 2.86014
H -2.97589 2.58897 1.20606
H -1.52882 3.59555 3.63807
H -1.67684 4.26668 2.00433
Cl -1.08280 3.00786 -0.93227
C -0.05700 3.27504 -2.36469
C 0.81116 2.08411 -2.74019
Cl 2.02878 1.78801 -1.46405
H 0.60191 4.12041 -2.20792
H -0.76195 3.45113 -3.17496
H 1.39842 2.41096 -3.59607
H 0.24981 1.18231 -2.94886
Cl 2.89192 -2.17437 0.79997
C 3.77042 -2.85923 -0.56722
C 2.93184 -3.14058 -1.78402
Cl 1.65676 -4.33946 -1.49319
H 4.31492 -3.75548 -0.27175
H 4.54793 -2.14037 -0.83834
H 3.60089 -3.48188 -2.57609
H 2.42938 -2.25211 -2.16478
*
```

Values from the calculation:
Molar mass: 573.69 g mol⁻¹
Gap between HOMO and LUMO: 0.22032 Ha
Maximum force: 1.20 eV/Å
LUMO: 1.91 eV
Energy: -9201.254905 hartree
Relative energy (zero: lowest compared OMol25 entry of this formula, charge and spin): 0.0000 eV

[6]
A molecular structure, C30H26N10OS2W. Source: OMol25; level of theory: the ωB97M-V functional and the def2-TZVPD basis.

Geometry as ORCA input:
```
! wB97M-V def2-TZVPD RIJCOSX def2/J DEFGRID3
* xyz 2 1
W -1.79785 -1.44689 0.57504
C 3.72746 -2.13671 -0.61636
N 2.26500 -2.17693 -0.75749
C 1.34785 -1.75037 0.08922
N 0.13147 -1.95449 -0.43348
C 0.41087 -2.54090 -1.64460
N 1.68529 -2.68441 -1.86636
C 4.35661 -0.96571 -1.33039
C 5.49477 -1.16111 -2.09922
C 6.15435 -0.07401 -2.65943
C 5.67692 1.20939 -2.46287
C 4.52174 1.40542 -1.70957
C 3.86547 0.31978 -1.14354
C 4.02011 2.76158 -1.49589
N 4.65894 3.87394 -1.56232
N 3.73992 4.87404 -1.28258
C 2.61926 4.28686 -1.06196
O 2.70905 2.93403 -1.17717
C 1.31364 4.87837 -0.77844
C 1.21342 6.20037 -0.36043
C -0.04022 6.74731 -0.13399
C -1.18523 5.98747 -0.32979
C -1.08240 4.66932 -0.75998
C -2.34890 3.89230 -1.04807
N -2.11563 2.44270 -1.02769
C -2.22036 1.59783 -0.02641
N -1.77247 0.39619 -0.43074
C -1.40287 0.60800 -1.74171
N -1.61386 1.82748 -2.12597
C 0.16899 4.11687 -0.97863
H 4.10061 -3.08364 -0.99928
H 3.92606 -2.10115 0.45568
H 1.56665 -1.31066 1.04904
H -0.34196 -2.86671 -2.34535
H 5.87938 -2.16170 -2.25408
H 7.04446 -0.23260 -3.25212
H 6.18240 2.06505 -2.88936
H 2.98541 0.49746 -0.53513
H 2.11259 6.78446 -0.21958
H -0.12723 7.77303 0.19640
H -2.15915 6.42925 -0.15499
H -2.74215 4.10897 -2.04086
H -3.12748 4.10791 -0.31751
H -2.59597 1.83775 0.95456
H -0.98671 -0.14841 -2.38568
H 0.28060 3.10684 -1.34559
C -4.51877 -0.56573 4.30806
C -3.35449 -0.80616 3.39032
S -3.73789 -1.07771 1.68268
C -2.07643 -0.84932 3.77847
C -1.57015 -0.68152 5.17655
S -0.84095 -1.15048 2.54169
H -5.46144 -0.60517 3.76673
H -4.44142 0.41284 4.78460
H -4.54964 -1.31766 5.09734
H -2.29447 -0.14718 5.78853
H -0.63215 -0.12655 5.19405
H -1.38868 -1.65293 5.64161
N -3.27037 -8.61973 -1.04806
C -3.06192 -7.52501 -0.77438
C -2.79275 -6.15828 -0.43232
C -1.67773 -5.83534 0.33870
C -1.44036 -4.51352 0.63885
N -2.26145 -3.52668 0.22759
C -3.35304 -3.84546 -0.49464
C -3.64315 -5.14089 -0.85853
H -1.00674 -6.60277 0.69675
H -0.58375 -4.21948 1.22940
H -4.01719 -3.03267 -0.76331
H -4.52395 -5.35621 -1.44601
*
```

Values from the calculation:
Molar mass: 790.58 g mol⁻¹
Gap between HOMO and LUMO (spin up / spin down): 0.20639 / 0.20428 Ha
Maximum force: 0.22 eV/Å
LUMO (spin up / spin down): -7.38 / -7.43 eV
Energy: -2644.576318 hartree
Relative energy (zero: lowest compared OMol25 entry of this formula, charge and spin): 0.0133 eV